## w
Here is the molecule C5H8S from OMol25. Energies are from wB97M-V/def2-TZVPD.

Output
Kohn-Sham gap ... 9.49 eV
Lowest unoccupied orbital energy ... 1.1 eV
SMILES string ... C1C[C@@H]2C[C@H]2S1
HOMO energy ... -8.382 eV

Geometry as ORCA input:
```
! RIJCOSX wB97M-V def2-TZVPD def2/J DEFGRID3
* xyz 0 1
S 1.38 -1.47 -0.10
C 1.64 0.37 -0.08
C -1.73 -0.86 -0.10
C -0.67 0.13 -0.46
C 0.28 1.13 0.15
C -0.36 -1.11 0.40
H 2.36 0.64 0.72
H -0.35 -0.82 1.45
H -0.45 -0.11 -1.52
H 0.18 1.45 1.20
H 0.26 2.05 -0.44
H -2.40 -0.73 0.74
H 2.13 0.69 -1.03
H -2.27 -1.34 -0.92
*
```

Atomic partial charges in e from the Mulliken method, atoms 1 to 6: atom 1 (S): -0.16, atom 2 (C): -0.57, atom 3 (C): -0.52, atom 4 (C): -0.02, atom 5 (C): -0.65, atom 6 (C): -0.12

***

## x
Here is a structure of composition C5H8S from OMol25. Energies are from wB97M-V/def2-TZVPD.

Output
Kohn-Sham gap ... 9.51 eV
Lowest unoccupied orbital energy ... 0.6 eV
HOMO energy ... -8.917 eV

Geometry as ORCA input:
```
! RIJCOSX wB97M-V def2-TZVPD def2/J DEFGRID3
* xyz 0 1
S 2.44 -0.67 -0.09
C 0.07 0.85 -0.30
C 1.48 1.02 0.17
C -2.54 0.48 -0.03
C -1.11 0.52 0.04
C -2.81 -0.97 0.01
H -3.85 -1.24 -0.32
H -2.10 -1.75 -0.67
H -2.87 1.09 -0.96
H 2.32 2.04 -0.24
H -2.85 -1.40 1.12
H 1.34 1.23 1.30
H -3.16 0.76 0.90
H 1.68 -1.44 0.84
*
```

Atomic partial charges in e from the Mulliken method, atoms 1 to 6: atom 1 (S): -0.21, atom 2 (C): -0.17, atom 3 (C): -0.55, atom 4 (C): -0.13, atom 5 (C): 0.10, atom 6 (C): -1.04

***

## y
Here is the molecule C5H8S from OMol25. Energies are from wB97M-V/def2-TZVPD.

Output
Kohn-Sham gap ... 9.23 eV
Lowest unoccupied orbital energy ... 1.0 eV
SMILES string ... C=CSC1CC1
HOMO energy ... -8.212 eV

Geometry as ORCA input:
```
! RIJCOSX wB97M-V def2-TZVPD def2/J DEFGRID3
* xyz 0 1
S 0.64 1.48 -0.10
C -1.61 -0.11 0.80
C -1.06 0.97 -0.06
C 2.73 -0.23 0.19
C 1.54 -0.03 -0.29
C -1.50 -0.34 -0.66
H 1.07 -0.73 -1.00
H -0.74 -1.05 -1.01
H -2.37 -0.35 -1.29
H -0.87 -0.59 1.46
H -2.59 -0.02 1.22
H 3.28 0.40 0.88
H 3.25 -1.21 0.02
H -1.76 1.82 -0.17
*
```

Atomic partial charges in e from the Mulliken method, atoms 1 to 6: atom 1 (S): -0.16, atom 2 (C): -0.44, atom 3 (C): 0.01, atom 4 (C): -0.66, atom 5 (C): -0.07, atom 6 (C): -0.54

***

Most stable: y (next structure +1.062 eV)

***

## w
Here is the molecule C5H8S from OMol25. Energies are from wB97M-V/def2-TZVPD.

Output
Kohn-Sham gap ... 9.90 eV
Lowest unoccupied orbital energy ... 0.9 eV
SMILES string ... C#CC[C@@H](C)S
HOMO energy ... -9.054 eV

Geometry as ORCA input:
```
! RIJCOSX wB97M-V def2-TZVPD def2/J DEFGRID3
* xyz 0 1
S -0.92 -0.14 1.88
C 1.06 1.03 0.31
C 0.51 -0.31 0.75
C -1.91 0.15 -1.88
C -1.05 -0.44 -1.30
C -0.04 -1.17 -0.59
H -0.25 0.50 2.83
H 0.84 -1.35 -1.22
H -2.65 0.69 -2.39
H -0.43 -2.12 -0.22
H 0.30 1.57 -0.26
H 1.94 0.89 -0.31
H 1.34 1.63 1.18
H 1.26 -0.93 1.24
*
```

Atomic partial charges in e from the Mulliken method, atoms 1 to 6: atom 1 (S): -0.20, atom 2 (C): -1.11, atom 3 (C): -0.08, atom 4 (C): 0.02, atom 5 (C): -0.25, atom 6 (C): -0.92

***

## x
Here is a structure of composition C5H8S from OMol25. Energies are from wB97M-V/def2-TZVPD.

Output
Kohn-Sham gap ... 9.39 eV
Lowest unoccupied orbital energy ... 1.0 eV
HOMO energy ... -8.372 eV

Geometry as ORCA input:
```
! RIJCOSX wB97M-V def2-TZVPD def2/J DEFGRID3
* xyz 0 1
S -1.89 -0.58 0.02
C -0.16 -1.25 0.20
C 0.60 -0.21 1.09
C -1.09 1.11 -0.16
C 0.42 0.65 -0.27
C 0.51 -0.65 -1.05
H 1.01 1.51 -0.38
H 1.60 -0.41 1.34
H -1.40 1.80 -0.88
H 1.54 -0.99 -1.15
H -1.29 1.72 0.87
H 0.12 -0.75 -2.07
H -0.13 -2.30 0.42
H 0.17 0.35 1.99
*
```

Atomic partial charges in e from the Mulliken method, atoms 1 to 6: atom 1 (S): -0.22, atom 2 (C): -0.05, atom 3 (C): -0.82, atom 4 (C): -0.70, atom 5 (C): -0.28, atom 6 (C): -0.77

***

Most stable: x (next structure +0.253 eV)